ORCA calculation (ωB97M-V/def2-TZVPD) on the molecule C27H23N5O3S.

CARTESIAN COORDINATES (ANGSTROEM)
1 N -1.89594 -0.66781 -3.15461
2 C -2.58668 -0.77119 -2.24630
3 C -3.35276 -1.03253 -1.08387
4 C -3.50784 -2.36052 -0.67650
5 C -4.21312 -2.64908 0.47697
6 C -4.77247 -1.62781 1.23098
7 C -4.62921 -0.31028 0.82342
8 C -3.91749 -0.01455 -0.32156
9 S -3.81331 1.70866 -0.85207
10 O -3.74644 1.71962 -2.27862
11 O -4.87157 2.39864 -0.17985
12 N -2.39694 2.35047 -0.28488
13 C -2.26865 2.58664 1.13184
14 C -1.56706 1.41583 1.82005
15 N -0.31123 1.12106 1.15970
16 C 0.82466 1.03247 1.90303
17 O 0.85622 1.34746 3.07753
18 C 2.01982 0.52103 1.19260
19 C 3.23125 1.13402 0.97595
20 C 3.99347 0.20198 0.23120
21 C 5.35098 0.33363 -0.27206
22 C 5.92556 -0.71640 -0.98884
23 C 7.21398 -0.61014 -1.47326
24 C 7.94902 0.54368 -1.25080
25 C 7.38675 1.59068 -0.53972
26 C 6.09720 1.48987 -0.05235
27 N 3.28098 -0.89686 0.02630
28 N 2.09959 -0.71271 0.60723
29 C 1.13630 -1.72748 0.58535
30 C 1.09907 -2.58817 -0.50770
31 C 0.15825 -3.59843 -0.55361
32 C -0.74976 -3.75338 0.48156
33 C -0.70591 -2.90062 1.57214
34 C 0.23963 -1.89339 1.63627
35 C -0.41427 0.87993 -0.26051
36 C -1.15576 2.03905 -0.94283
37 H -3.07560 -3.14719 -1.27561
38 H -4.33466 -3.67605 0.78565
39 H -5.32834 -1.85653 2.12710
40 H -5.07888 0.50424 1.36913
41 H -3.27196 2.73859 1.52809
42 H -1.68545 3.50226 1.27613
43 H -1.33880 1.65756 2.86026
44 H -2.20264 0.52037 1.78464
45 H 3.51086 2.11377 1.30169
46 H 5.34161 -1.60863 -1.15126
47 H 7.65017 -1.42901 -2.02665
48 H 8.95710 0.62651 -1.62958
49 H 7.95728 2.49105 -0.36347
50 H 5.67085 2.31191 0.50197
51 H 1.81700 -2.45248 -1.30039
52 H 0.13390 -4.26637 -1.40106
53 H -1.47830 -4.54927 0.44923
54 H -1.40054 -3.02953 2.38891
55 H 0.29693 -1.25995 2.50763
56 H 0.57882 0.79817 -0.70170
57 H -0.94904 -0.06301 -0.43353
58 H -1.38534 1.78877 -1.97852
59 H -0.52632 2.93564 -0.92097

- E_tot (eV) = -52800.2729
- Kohn-Sham gap (eV) = 8.0
- SMILES = N#Cc1ccccc1S(=O)(=O)N1CCN(C(=O)c2cc(-c3ccccc3)nn2-c2ccccc2)CC1
- charge = 0

Mulliken population analysis, charges in e, atoms 1 to 2:
1. N -0.58
2. C -0.08